Below is a 2-piece molecular cluster, C2H5BrNO overall, with properties calculated with the ωB97M-V functional and the def2-TZVPD basis.

Computed properties:
gap between HOMO and LUMO: 7.4546 eV
F_max: 4.89 eV/Å
lowest unoccupied orbital energy: 3.690 eV
total charge: -1
HOMO: -3.76 eV
energy relative to the best compared isomer or geometry (same formula, charge and spin): 9.5 kJ/mol
E: -2783.2036 hartree

```
10
C2H5BrNO, DFT the ωB97M-V functional and the def2-TZVPD basis
C 1.87 -0.24 1.04
C 0.45 -0.85 1.12
N -0.45 -0.61 0.16
O -1.59 -1.11 0.20
Br 1.35 3.23 -1.41
H 2.07 0.82 1.33
H 2.13 -0.17 -0.01
H 2.62 -0.78 1.72
H 0.09 -1.30 1.97
H -0.26 -0.23 -0.72
```